Arrangement A

2 unconnected molecules or ions with the total composition C3H6O, computed with wB97M-V/def2-TZVPD.

Last column: Löwdin charge in e.
Atoms and positions in Å:
H: 0.090 0.236 1.690  0.064
C: 0.829 -0.560 1.850  -0.154
C: -0.044 0.787 -1.115  -0.091
H: 0.201 1.320 -0.207  0.026
H: -1.119 -0.465 -2.270  0.044
C: -1.195 0.162 -1.393  -0.065
O: 0.635 -1.663 1.421  -0.006
H: 1.744 -0.365 2.447  0.085
H: -1.939 -0.070 -0.646  0.049
H: 0.798 0.618 -1.778  0.049

Frontier orbital gap   11.02 eV
LUMO energy   0.0309 hartree
Structure (SMILES)   C=C.C=O


Arrangement B

A single C3H6O molecule, computed with wB97M-V/def2-TZVPD.

Last column: Löwdin charge in e.
Atoms and positions in Å:
O: 1.222 -1.339 0.339  0.064
H: 0.100 1.469 1.040  0.084
C: 0.427 -0.451 0.118  -0.503
H: 0.306 0.106 2.183  0.081
H: -1.013 -0.715 -1.444  0.089
H: 0.657 -0.529 -2.011  0.082
H: -1.219 0.324 1.275  0.086
C: -0.128 0.413 1.230  -0.031
C: -0.074 -0.170 -1.284  -0.030
H: -0.279 0.892 -1.446  0.077

Frontier orbital gap   10.65 eV
LUMO energy   0.0354 hartree
Structure (SMILES)   CC(C)=O


Arrangement C

A single C3H6O molecule, computed with wB97M-V/def2-TZVPD.

Last column: Löwdin charge in e.
Atoms and positions in Å:
C: 0.833 -0.302 0.341  -0.116
H: -0.942 -0.515 1.606  0.083
C: -0.409 -0.219 -0.489  -0.407
H: 1.578 0.471 0.077  0.112
H: 0.187 0.702 -2.093  0.121
H: -0.571 1.252 1.164  0.114
O: -0.511 0.833 -1.396  -0.041
H: 1.230 -1.273 0.595  0.092
H: -0.945 -1.127 -0.776  0.138
C: -0.449 0.177 0.971  -0.096

Frontier orbital gap   11.18 eV
LUMO energy   0.0399 hartree
Structure (SMILES)   OC1CC1


Which is most stable, and by how much? arrangement B, by 27.9 kcal/mol.


Arrangement A

A gas-phase ion, C2H7N2O3 (charge +1), computed with wB97M-V/def2-TZVPD.

Last column: Löwdin charge in e.
Atoms and positions in Å:
H: -1.374 -0.080 -0.922  0.107
H: -0.787 0.283 1.378  0.151
O: 1.523 0.769 -0.969  0.213
H: -0.091 1.764 0.988  0.194
N: -0.408 0.828 0.631  0.145
O: 1.185 -0.992 0.511  0.033
H: 1.545 -2.683 -0.494  0.110
N: 0.806 -2.033 -0.340  0.126
O: 1.987 1.197 0.228  0.190
C: 1.084 0.231 0.102  -0.609
H: -1.541 1.706 -0.981  0.100
H: -2.401 0.717 0.207  0.081
H: 0.023 -2.548 0.033  0.109
C: -1.551 0.842 -0.373  0.051

Frontier orbital gap   11.66 eV
Charge   +1
LUMO energy   -0.1277 hartree
Structure (SMILES)   C[NH2+]C1(ON)OO1


Arrangement B

A gas-phase ion, C2H7N2O3 (charge +1), computed with wB97M-V/def2-TZVPD.

Last column: Löwdin charge in e.
Atoms and positions in Å:
O: -2.810 1.055 -0.009  0.106
N: 0.217 -0.452 -0.092  0.125
O: -1.338 1.398 0.155  0.037
C: -0.839 -1.512 -0.090  0.029
H: 2.576 1.403 0.574  0.137
O: 0.708 1.810 0.165  0.030
H: -1.200 -1.546 0.908  0.096
H: -3.211 1.822 0.442  0.136
C: -0.083 0.793 0.023  -0.326
H: -0.327 -2.538 -0.425  0.164
H: 1.125 -0.935 -0.195  0.189
H: -1.555 -1.297 -0.754  0.045
N: 2.032 1.669 -0.270  0.123
H: 2.275 2.535 -0.697  0.110

Frontier orbital gap   10.42 eV
Charge   +1
LUMO energy   -0.1764 hartree
Structure (SMILES)   C/[NH+]=C(/ON)OO


Which is most stable, and by how much? arrangement B, by 10.7 kcal/mol.


Arrangement A

A molecular structure, C9H14N4O3, computed with wB97M-V/def2-TZVPD.

Last column: Löwdin charge in e.
Atoms and positions in Å:
C: -3.688 -0.823 1.299  -0.214
H: -0.327 0.188 -1.301  0.189
H: 4.284 1.796 0.677  0.177
N: -4.417 -1.382 0.237  0.022
N: 2.081 -0.138 -0.894  0.094
H: -0.946 -0.113 1.531  0.047
C: 2.131 1.204 -0.141  -0.378
H: -5.560 -1.200 0.312  0.228
C: -2.327 -0.683 -0.382  -0.228
H: -0.202 -2.193 0.552  0.147
H: 1.125 1.389 0.401  0.113
C: 3.025 1.111 1.091  -0.127
C: 2.297 2.339 -1.236  -0.547
N: 0.016 -0.223 1.121  0.016
H: -4.136 -0.483 2.210  0.112
C: -0.983 -0.836 -0.941  -0.139
O: 2.754 2.087 -2.331  0.107
O: 1.696 -2.444 -1.262  -0.023
C: -3.507 -1.258 -0.864  -0.042
N: -2.508 -0.381 1.026  0.061
H: 2.493 -0.266 -1.846  0.156
H: -3.769 -1.524 -1.869  0.105
H: 3.160 -0.224 1.407  0.167
O: 1.921 3.475 -0.774  0.106
C: 1.320 -1.290 -0.782  -0.398
H: 2.505 1.813 2.195  0.149
H: 0.429 -0.584 1.949  0.064
H: -0.857 -1.689 -1.751  0.169
H: 1.969 3.580 0.299  0.217
C: 0.019 -1.247 0.064  -0.352

Frontier orbital gap   9.14 eV
LUMO energy   0.0078 hartree


Arrangement B

A single C9H14N4O3 molecule, computed with wB97M-V/def2-TZVPD.

Last column: Löwdin charge in e.
Atoms and positions in Å:
C: -0.369 -0.911 1.055  -0.314
C: -0.153 0.645 1.243  -0.411
C: 2.823 -0.347 -0.038  -0.524
N: -1.306 0.057 -1.294  0.110
O: -0.887 1.297 1.965  0.076
C: 1.777 0.711 -0.441  -0.283
H: 3.161 2.390 -0.511  0.088
N: -0.086 -1.670 2.282  0.067
C: -1.818 -1.245 0.773  -0.116
C: 2.467 1.871 -1.187  -0.021
H: 1.663 2.574 -1.498  0.094
H: -0.523 -1.203 3.024  0.054
O: 3.411 -1.046 -0.819  0.112
H: -4.474 -0.854 -0.656  0.131
N: -3.313 0.214 -2.239  0.052
H: -1.559 0.850 -3.269  0.121
H: 0.915 -1.647 2.503  0.078
H: -4.055 0.551 -2.810  0.133
H: -2.063 -2.316 0.786  0.128
H: 0.244 -1.346 0.272  0.132
N: 1.035 1.165 0.744  0.076
H: 1.082 0.156 -1.097  0.128
H: -2.425 -0.892 1.624  0.125
H: 2.551 0.259 1.688  0.115
C: -2.249 -0.538 -0.484  -0.287
C: -3.510 -0.429 -1.008  -0.037
H: 3.099 1.538 -2.011  0.088
C: -1.957 0.414 -2.360  -0.178
H: 1.073 2.170 0.937  0.152
O: 3.092 -0.452 1.259  0.111

Frontier orbital gap   9.54 eV
LUMO energy   0.0229 hartree
Structure (SMILES)   C[C@H](NC(=O)[C@@H](N)Cc1c[nH]cn1)C(=O)O


Which is most stable, and by how much? arrangement B, by 168.8 kcal/mol.